(1)
Density functional theory data (ωB97M-V/def2-TZVPD) for a cluster of 2 separate species, C3H3O3S in total.

```
! RIJCOSX wB97M-V def2-TZVPD def2/J DEFGRID3
* xyz -1 1
C -1.9915 0.3371 -0.6427
C -1.7315 0.5850 -1.7959
C 1.7065 -0.8428 0.2590
O 1.6648 0.3341 -0.1608
O 2.3288 -1.8371 -0.0379
O 0.3051 0.5823 2.0197
S 0.3122 -0.9704 1.5754
H -1.9945 0.2012 0.3713
H 0.8195 0.8804 1.2295
H -1.4194 0.7302 -2.8177
*
```

Properties
ΔE to the lowest compared entry with this formula, charge and spin: 44.1 kcal/mol
Gap between HOMO and LUMO: 7.4 eV

***

(2)
Density functional theory data (ωB97M-V/def2-TZVPD) for the molecule C23H25ClN2O3.

```
! RIJCOSX wB97M-V def2-TZVPD def2/J DEFGRID3
* xyz 0 1
O 0.7563 1.9122 -0.1410
C 1.5092 1.1155 -0.6702
N 2.3080 1.4457 -1.7106
C 2.4480 2.8115 -2.1658
C 3.6769 3.4563 -1.5761
C 3.5680 4.4280 -0.5902
C 4.6933 5.0019 -0.0252
C 5.9537 4.6063 -0.4382
C 6.0884 3.6321 -1.4119
C 4.9540 3.0650 -1.9664
Cl 5.1504 1.8364 -3.1786
C 1.5785 -0.3167 -0.2522
C 2.7310 -1.0849 -0.3569
C 2.7108 -2.4017 0.0744
C 1.5628 -2.9504 0.6067
C 0.4044 -2.1796 0.7349
O -0.6609 -2.8080 1.2959
C -1.8597 -2.0835 1.5305
C -2.6643 -1.8591 0.2340
C -3.8743 -2.7854 0.1667
N -4.7502 -2.5398 1.2955
C -6.0264 -2.1368 1.0554
O -6.4733 -2.0694 -0.0762
C -6.8462 -1.7747 2.2531
C -8.2771 -1.3866 2.0121
C -7.2832 -0.3341 2.3661
C -4.1182 -2.4836 2.6003
C -2.6625 -2.9280 2.5246
C 0.4232 -0.8612 0.3004
H 2.9489 0.7678 -2.0904
H 2.5025 2.8174 -3.2586
H 1.5543 3.3466 -1.8380
H 2.5838 4.7268 -0.2632
H 4.5860 5.7562 0.7391
H 6.8359 5.0500 -0.0027
H 7.0652 3.3104 -1.7386
H 3.6499 -0.6656 -0.7392
H 3.6031 -3.0049 -0.0021
H 1.5376 -3.9740 0.9454
H -1.6124 -1.1176 1.9924
H -3.0102 -0.8254 0.1855
H -2.0210 -2.0432 -0.6273
H -3.5575 -3.8330 0.1551
H -4.4597 -2.5890 -0.7338
H -6.6144 -2.2952 3.1710
H -8.6158 -1.4306 0.9886
H -9.0132 -1.6792 2.7447
H -6.9652 0.3415 1.5868
H -7.3136 0.1087 3.3507
H -4.6436 -3.1446 3.2992
H -4.1675 -1.4601 2.9957
H -2.2121 -2.8534 3.5148
H -2.6010 -3.9709 2.2130
H -0.4392 -0.2182 0.3725
*
```

Properties
ΔE to the lowest compared entry with this formula, charge and spin: 1.1 kcal/mol
Gap between HOMO and LUMO: 9.4 eV
SMILES: O=C(NCc1ccccc1Cl)c1cccc(OC2CCN(C(=O)C3CC3)CC2)c1

***

(3)
Density functional theory data (ωB97M-V/def2-TZVPD) for a structure of composition C19H44B2NO26.

```
! RIJCOSX wB97M-V def2-TZVPD def2/J DEFGRID3
* xyz -1 1
C 4.0184 1.3954 1.4881
C 3.6564 -0.1166 1.9031
C 2.2954 -0.4236 2.3751
C 1.9864 0.1664 3.7801
N 0.6064 -0.1176 4.2921
C 0.4414 -1.5966 4.3731
C -0.2656 -2.0466 2.9921
C -1.1876 -0.8266 2.8101
C -0.5866 0.2754 3.4701
C 0.4974 0.3814 5.6921
C 0.5464 1.9284 5.8671
C -0.3426 2.4814 6.8021
H 5.2164 1.4654 1.7041
H 3.5114 2.0874 2.1091
H 3.6414 1.3234 0.5041
H 4.5344 -0.3986 2.6451
H 3.9334 -0.7776 0.9031
H 2.0594 -1.3676 2.6341
H 1.5194 -0.0016 1.7041
H 1.9664 1.1244 3.5951
H 2.8974 -0.0056 4.4431
H -0.2146 -1.8976 5.2361
H 1.2724 -2.3526 4.6611
H -0.8026 -2.8756 3.2581
H 0.4764 -2.2836 2.2361
H -2.2256 -1.0456 3.2531
H -1.2746 -0.7826 1.6801
H -1.0226 0.9854 3.9901
H -0.0016 0.7804 2.7611
H 1.2004 -0.1126 6.5051
H -0.4616 0.0044 5.9061
H 0.3964 2.4074 4.8681
H 1.6074 2.2034 6.2141
H -0.1786 2.1184 7.8791
H -1.3656 2.0664 6.6671
H -0.3826 3.6024 6.7651
O 3.6414 3.5024 -1.7879
C 2.5364 3.0704 -2.1999
O 2.2994 2.6434 -3.3419
B 0.9084 2.2504 -3.4269
O 0.3184 2.5694 -2.1089
C 1.2504 3.0624 -1.5399
O 1.1944 3.3394 -0.3249
O 0.6804 0.8394 -3.7189
C 0.0404 0.7334 -4.8159
O -0.3056 -0.3936 -5.3649
C -0.4146 2.0134 -5.2299
O 0.1154 2.9244 -4.4559
O -1.1366 2.2604 -6.1429
O 2.2144 -2.1566 -2.8449
C 1.2924 -1.6386 -2.1899
O 0.1464 -2.1276 -2.1149
B -0.7416 -1.1676 -1.4889
O 0.2314 -0.1776 -0.9379
C 1.2714 -0.5226 -1.2499
O 2.4314 -0.0256 -1.0659
O -1.4466 -1.8556 -0.4029
C -2.7016 -1.7136 -0.6969
O -3.5326 -2.3376 -0.1369
C -2.8656 -0.7846 -1.7749
O -1.7516 -0.5286 -2.3159
O -3.9456 -0.3626 -2.2629
O 0.5944 -4.1026 -4.4939
H 0.8004 -3.4196 -3.8399
H 1.4334 -3.8236 -5.0209
O 5.6484 0.0214 -1.5429
H 4.5634 -0.0236 -1.4529
H 5.8574 -0.8366 -1.5559
O 3.6794 -0.6796 -5.2829
H 3.2524 -0.8086 -4.4409
H 3.1964 -1.1576 -5.9009
O -5.3726 0.0864 -4.8429
H -5.7056 -0.4636 -4.0779
H -4.3796 -0.1076 -4.9839
O 2.5364 -4.9506 -2.2009
H 2.3584 -4.0866 -2.8009
H 1.6234 -5.5456 -2.4199
O -2.5526 2.2434 -3.1559
H -2.9236 1.4314 -3.1759
H -2.2646 2.4454 -2.2589
O -3.2196 -4.3276 1.6901
H -3.2426 -3.6026 0.9831
H -3.8056 -4.9606 1.2581
O -1.8896 2.0764 -0.2729
H -1.8856 3.0144 -0.2699
H -1.0786 1.6294 -0.5279
O -6.3876 0.3854 -0.7859
H -5.6446 0.6794 -1.4049
H -7.2296 0.5564 -1.1699
O -5.9026 2.6214 -3.0819
H -6.6106 2.5004 -3.7109
H -5.1496 2.0234 -3.2859
*
```

Properties
ΔE to the lowest compared entry with this formula, charge and spin: 4.3 kcal/mol
Gap between HOMO and LUMO: 8.4 eV

***

(4)
Density functional theory data (ωB97M-V/def2-TZVPD) for a cluster of 2 separate species, C5H13NO in total.

```
! RIJCOSX wB97M-V def2-TZVPD def2/J DEFGRID3
* xyz 0 1
C -1.1425 0.4016 1.4173
C 0.3987 0.2431 1.4351
C 1.0799 1.2314 0.4792
C 0.9848 0.5826 -0.8762
C 1.2203 -0.9292 -0.5178
N 0.7541 -1.0522 0.8762
H -1.3943 1.4461 1.6252
H -1.6376 -0.2214 2.1574
H -1.5047 0.2045 0.4097
H 0.7750 0.4137 2.4430
H 0.7429 2.2444 0.6807
H 2.1363 1.1614 0.7885
H -0.0729 0.6592 -1.1752
H 1.5756 1.1215 -1.6097
H 2.3191 -0.9544 -0.5367
H 0.7484 -1.6145 -1.2090
H 1.3710 -1.6442 1.4077
O -2.6444 -0.4042 -2.2367
H -2.1262 -0.9965 -1.7225
H -2.1016 -0.2511 -3.0018
*
```

Properties
ΔE to the lowest compared entry with this formula, charge and spin: 25.9 kcal/mol
Gap between HOMO and LUMO: 9.4 eV
SMILES: C[C@@H]1CCCN1.O

***

(5)
Density functional theory data (ωB97M-V/def2-TZVPD) for a structure of composition C7H10.

```
! RIJCOSX wB97M-V def2-TZVPD def2/J DEFGRID3
* xyz 0 1
C 1.1832 -1.4734 -0.1456
C 1.9218 -0.3784 -0.0393
C -2.4976 -0.4288 0.0714
C -1.7077 0.8743 -0.0122
C 0.0390 -0.8731 0.5510
C -1.0517 -0.4429 -0.3967
C 2.5982 0.9251 0.0664
H 1.3804 -2.4493 -0.6825
H -2.9631 -0.7060 1.0338
H -3.1695 -0.4113 -0.6722
H -2.0214 1.6858 -0.6404
H -1.4540 1.2072 0.9084
H -0.0808 -0.9424 1.5546
H -0.7075 -0.4239 -1.4736
H 3.5566 0.7213 -0.4395
H 2.7685 1.4259 0.9793
H 2.2057 1.6897 -0.6629
*
```

Properties
ΔE to the lowest compared entry with this formula, charge and spin: 135.7 kcal/mol
Gap between HOMO and LUMO: 8.2 eV

***

(6)
Density functional theory data (ωB97M-V/def2-TZVPD) for a structure of composition C43H79AsCrN2O3P2.

```
! RIJCOSX wB97M-V def2-TZVPD def2/J DEFGRID3
* xyz 1 2
Cr 0.4369 0.3426 0.5335
C 2.1691 -2.2672 -0.6987
N 0.9368 -1.9539 0.0307
C 0.9699 -2.7403 1.2799
C -0.1780 -2.4379 -0.8018
C -1.4661 -1.8466 -0.3168
N -1.3764 -0.3764 -0.5014
C -1.5561 -0.1163 -1.9607
C -0.6087 0.7716 -2.6959
C -0.4722 0.5796 -4.0676
C -0.0563 1.6126 -4.8965
C 0.0798 2.8584 -4.2832
C -0.0361 3.0841 -2.9124
C -0.2232 1.9561 -2.0622
O -0.1769 2.0037 -0.7292
C -0.1175 4.5207 -2.3756
C 1.0225 4.8264 -1.3858
C -1.5040 4.6804 -1.7332
C -0.0450 5.5765 -3.4824
C 0.1124 1.4738 -6.4104
C -0.9421 2.3301 -7.1264
C -0.0514 0.0229 -6.8619
C 1.5053 1.9599 -6.8339
C -2.4630 0.3371 0.2277
C -2.7643 -0.2606 1.5586
C -4.0946 -0.5196 1.8568
C -4.4634 -1.1049 3.0559
C -3.4240 -1.4177 3.9185
C -2.0677 -1.1945 3.6645
C -1.7308 -0.5899 2.4364
O -0.4365 -0.3651 2.0388
C -1.1412 -1.6030 4.8208
C -1.5701 -0.8366 6.0892
C 0.3252 -1.3086 4.5791
C -1.2648 -3.1138 5.0758
C -5.9173 -1.3738 3.4434
C -6.3449 -0.3497 4.5036
C -6.8511 -1.2526 2.2373
C -6.0587 -2.7865 4.0252
H 2.1563 -3.3181 -1.0116
H 3.0313 -2.1120 -0.0631
H 2.2384 -1.6297 -1.5658
H 1.0854 -3.8044 1.0437
H 0.0673 -2.5869 1.8587
H 1.8178 -2.4248 1.8870
H -0.2173 -3.5337 -0.7842
H 0.0262 -2.1305 -1.8293
H -1.6255 -2.0821 0.7293
H -2.3196 -2.2545 -0.8673
H -2.5386 0.3524 -2.0535
H -1.6383 -1.0668 -2.4902
H -0.7752 -0.3748 -4.4869
H 0.2544 3.7142 -4.9216
H 1.2325 3.9739 -0.7377
H 0.7742 5.6957 -0.7708
H 1.9345 5.0766 -1.9266
H -1.7051 3.8949 -1.0136
H -2.2679 4.6253 -2.5120
H -1.5922 5.6530 -1.2409
H 0.9246 5.5858 -3.9868
H -0.1893 6.5644 -3.0388
H -0.8249 5.4334 -4.2324
H -1.9467 2.0616 -6.7938
H -0.8866 2.1799 -8.2073
H -0.7959 3.3943 -6.9309
H -1.0663 -0.3422 -6.6909
H 0.6441 -0.6443 -6.3447
H 0.1500 -0.0545 -7.9318
H 1.6787 2.9946 -6.5311
H 1.6144 1.9061 -7.9191
H 2.2867 1.3409 -6.3883
H -3.3800 0.2990 -0.3653
H -2.1551 1.3830 0.2700
H -4.8423 -0.2634 1.1164
H -3.6793 -1.8537 4.8758
H -1.8032 0.2070 5.8682
H -0.7728 -0.8581 6.8354
H -2.4569 -1.2805 6.5447
H 0.4852 -0.2496 4.4046
H 0.7120 -1.8470 3.7166
H 0.8970 -1.6081 5.4610
H -2.2867 -3.4206 5.2943
H -0.6445 -3.3960 5.9302
H -0.9228 -3.6819 4.2069
H -6.2846 0.6666 4.1083
H -5.7037 -0.4074 5.3859
H -7.3744 -0.5331 4.8202
H -6.8906 -0.2318 1.8519
H -7.8649 -1.5268 2.5326
H -6.5470 -1.9166 1.4245
H -5.5377 -2.8930 4.9780
H -5.6640 -3.5373 3.3373
H -7.1119 -3.0098 4.2051
C 2.9834 0.0661 3.6073
P 2.6266 0.4615 1.8576
C 4.1703 -0.2367 1.1977
C 2.8811 2.2687 1.9044
C 1.7162 2.8312 2.7192
P 0.0881 2.4038 1.9507
C -0.5069 4.0492 1.4873
C -0.9636 2.1371 3.4160
H 4.0259 0.3374 3.7876
H 2.8581 -0.9977 3.7999
H 2.3542 0.6084 4.3025
H 5.0078 0.3960 1.4990
H 4.1296 -0.3231 0.1258
H 4.3241 -1.2254 1.6339
H 2.8744 2.6367 0.8757
H 3.8433 2.5151 2.3609
H 1.7983 3.9137 2.8277
H 1.7234 2.4149 3.7271
H -0.3463 4.6952 2.3518
H -1.5734 4.0040 1.2724
H 0.0023 4.4435 0.6215
H -1.0078 3.0594 3.9984
H -0.5773 1.3298 4.0369
H -1.9740 1.8659 3.1091
C 5.1000 0.6983 -1.7699
As 3.2473 0.9266 -2.2277
C 2.9439 -0.3222 -3.6377
C 3.3393 2.6514 -3.0220
O 2.1965 0.6840 -0.9452
H 5.6807 1.1006 -2.5999
H 5.3596 -0.3477 -1.6240
H 5.3228 1.2666 -0.8699
H 3.5512 -0.0275 -4.4922
H 1.8897 -0.2887 -3.9030
H 3.2310 -1.3204 -3.3179
H 3.9512 2.5463 -3.9187
H 3.8235 3.3280 -2.3205
H 2.3524 3.0055 -3.2800
*
```

Properties
ΔE to the lowest compared entry with this formula, charge and spin: 0.0 kcal/mol
Gap between HOMO and LUMO (alpha / beta): 7.4 / 7.8 eV

***

no.,electronic energy (eV)
1,-20136.5603
2,-45902.5030
3,-76498.6958
4,-8932.8883
5,-7415.1502
6,-162829.5498